No. 1
4 unconnected molecules or ions with the total composition C4H15NO3 in a non-equilibrium geometry. Source: the OMol25 dataset; level of theory: ωB97M-V/def2-TZVPD.

Each line ends with the Mulliken spin population.
CARTESIAN COORDINATES (ANGSTROEM)
1 C 0.99 1.34 1.77  0.02
2 N -0.36 1.67 -0.81  0.25
3 C -0.03 0.44 -0.36  0.29
4 C 0.58 0.28 0.87  0.30
5 C -0.51 -0.67 -1.15  0.04
6 H 1.38 0.85 2.68  0.00
7 H 1.81 1.99 1.41  0.03
8 H 0.20 2.01 2.20  0.04
9 H 0.20 2.53 -0.62  0.00
10 H -0.80 1.75 -1.73  0.00
11 H 0.63 -0.70 1.39  0.01
12 H -0.96 -0.52 -2.15  0.00
13 H -1.38 -1.31 -0.92  0.01
14 H 0.27 -1.45 -1.28  0.01
15 H 2.47 0.93 -2.44  0.00
16 H 2.37 -0.54 -2.31  0.00
17 O 2.99 0.18 -2.12  0.00
18 H 0.03 -2.28 0.50  0.00
19 H -1.46 -2.25 0.82  0.00
20 O -0.73 -2.85 0.64  0.00
21 H -2.62 -0.66 2.00  0.00
22 H -2.64 0.02 0.54  0.00
23 O -2.43 -0.76 1.06  0.01

Results
- multiplicity = 2
- HOMO level (alpha / beta) (Eh) = -0.5283 / -0.5290
- electronic energy (a.u.) = -441.53802
- total charge = +1
- strongest force on any atom (eV/Å) = 3.9
- energy above the lowest of the compared OMol25 structures with the same formula, charge and spin (kcal per mole) = 22.4
- <S²> = 0.757
- Kohn-Sham gap (alpha / beta) (eV) = 10.503 / 7.226

***

No. 2
2 unconnected molecules or ions with the total composition CH2N3O3P in a non-equilibrium geometry. Source: the OMol25 dataset; level of theory: ωB97M-V/def2-TZVPD.

Each line ends with the natural charge from an NBO analysis.
CARTESIAN COORDINATES (ANGSTROEM)
1 C 1.76 -3.15 0.10  0.27
2 N 1.67 -4.21 0.57  -0.40
3 N 0.62 -0.52 -0.30  -1.15
4 N 2.63 1.64 -0.60  0.45
5 O 1.85 1.93 -1.44  -0.27
6 O 3.73 1.95 -0.32  -0.27
7 O 1.01 0.83 1.87  -0.99
8 P 1.69 0.17 0.76  1.56
9 H -0.26 -0.77 0.20  0.42
10 H 0.83 -1.32 -0.75  0.39

Results
- HOMO level (alpha / beta) (Eh) = -0.3953 / -0.3518
- electronic energy (a.u.) = -770.39367
- strongest force on any atom (eV/Å) = 4.3
- energy above the lowest of the compared OMol25 structures with the same formula, charge and spin (kcal per mole) = 132.9
- Kohn-Sham gap (alpha / beta) (eV) = 7.774 / 4.544